Entry 1:
Formula: C2H11NO3
Source: the OMol25 dataset
Level of theory: ωB97M-V/def2-TZVPD

As for the molecular weight: 97.11 g mol⁻¹. The calculation puts the total energy at -9876.7943 eV. The energy relative to the best compared isomer or geometry (same formula, charge and spin) is 811.0 kJ/mol. As for the HOMO energy: -9.05 eV. As for the HOMO-LUMO gap: 4.23 eV.

Cartesian coordinates (Å):
C 0.555 -1.150 0.751
N -0.757 -0.696 1.007
C -1.015 0.676 0.861
O 1.178 1.989 0.290
H 1.229 -0.333 0.524
H 0.601 -1.929 -0.013
H 0.852 -1.542 1.743
H -1.453 -1.268 0.463
H -0.245 1.172 1.449
H -1.028 1.058 -0.169
H -2.076 0.837 1.085
H 2.078 2.378 0.300
H 1.009 1.273 -1.136
O 0.899 0.870 -2.041
H 0.370 0.068 -1.927
H -1.368 -1.873 -1.961
O -0.830 -1.528 -1.226

=====

Entry 2:
Formula: C2H11NO3
Source: the OMol25 dataset
Level of theory: ωB97M-V/def2-TZVPD

As for the molecular weight: 97.11 g mol⁻¹. Its multiplicity is 2. The calculation puts the total energy at -9874.3643 eV. The energy relative to the best compared isomer or geometry (same formula, charge and spin) is 221.2 kJ/mol. As for the HOMO energy (alpha / beta): -14.16 / -14.16 eV. Its charge is +1. As for the HOMO-LUMO gap (alpha / beta): 8.64 / 5.00 eV.

Cartesian coordinates (Å):
C 0.470 -0.981 -0.211
C -1.712 -1.215 -1.193
N -0.942 -0.626 -0.389
H 0.975 -0.298 0.463
H 0.680 -2.018 0.060
H 0.935 -0.689 -1.167
H -2.769 -0.931 -1.134
H -1.232 -1.854 -1.951
H 5.117 -0.194 0.999
H 5.532 1.178 0.700
O 4.882 0.533 0.404
H -1.083 0.673 1.178
H 0.124 0.959 2.085
O -0.664 1.368 1.711
H -3.898 1.745 -0.030
H -2.878 1.372 -1.056
O -3.539 0.979 -0.467

=====

Entry 3:
Formula: C2H11NO4
Source: the OMol25 dataset
Level of theory: ωB97M-V/def2-TZVPD

As for the molecular weight: 113.11 g mol⁻¹. The calculation puts the total energy at -11930.8961 eV. As for the structure (SMILES): NCC=O.O.O.O. The energy relative to the best compared isomer or geometry (same formula, charge and spin) is 276.1 kJ/mol. As for the HOMO energy: -9.75 eV. As for the HOMO-LUMO gap: 10.35 eV.

Cartesian coordinates (Å):
O 2.924 -1.320 -0.544
C 2.593 -0.182 -0.334
C 2.881 0.845 -1.379
N 1.673 1.228 -2.216
H 2.293 0.168 0.676
H 3.752 0.771 -2.019
H 2.915 1.706 -0.706
H 1.248 1.984 -1.681
H 0.955 0.511 -2.107
H 0.483 1.760 6.040
H 0.837 3.187 6.366
O 1.084 2.280 6.563
H -3.727 -1.212 -6.399
H -3.049 0.084 -6.543
O -2.844 -0.836 -6.425
H -4.199 -3.995 3.055
H -4.955 -3.615 4.287
O -4.864 -3.362 3.365

=====

Entry 4:
Formula: C2H11O4
Source: the OMol25 dataset
Level of theory: ωB97M-V/def2-TZVPD

As for the molecular weight: 99.11 g mol⁻¹. Its multiplicity is 2. The calculation puts the total energy at -10439.4573 eV. The energy relative to the best compared isomer or geometry (same formula, charge and spin) is 56.8 kJ/mol. As for the HOMO energy (alpha / beta): -11.24 / -11.20 eV. As for the HOMO-LUMO gap (alpha / beta): 11.67 / 7.46 eV.

Cartesian coordinates (Å):
C 0.271 -0.746 -0.604
O -0.079 0.381 0.146
C 1.731 -1.145 -0.340
H 0.084 -0.541 -1.666
H -0.358 -1.557 -0.217
H 2.018 -1.791 -1.177
H 1.731 -1.724 0.578
H 2.450 -0.333 -0.387
H 1.256 1.953 2.080
H 0.964 1.392 0.754
O 1.603 2.003 1.180
H -2.427 -1.118 0.619
H -1.494 -0.102 1.058
O -2.168 -0.694 1.448
H -2.244 1.156 -1.824
H -1.285 1.207 -0.619
O -2.053 1.658 -1.026

=====

Entry 5:
Formula: C2H11P3Si
Source: the OMol25 dataset
Level of theory: ωB97M-V/def2-TZVPD

As for the molecular weight: 156.12 g mol⁻¹. The calculation puts the total energy at -37993.1634 eV. The energy relative to the best compared isomer or geometry (same formula, charge and spin) is 130.1 kJ/mol. As for the HOMO energy: -7.89 eV. As for the HOMO-LUMO gap: 7.13 eV.

Cartesian coordinates (Å):
C 0.871 -0.124 -3.074
C 0.100 0.967 -2.332
Si 0.883 1.384 -0.607
P -1.117 0.619 2.546
P -1.312 -1.197 3.682
P 0.439 -0.533 0.512
H 0.430 -0.315 -4.052
H 1.909 0.168 -3.221
H 0.854 -1.059 -2.515
H -0.939 0.648 -2.207
H 0.081 1.867 -2.952
H -1.908 1.359 3.435
H -2.216 0.388 1.721
H -0.600 -0.665 4.762
H -0.173 -1.785 3.136
H 1.230 -1.388 -0.255
H 1.468 -0.335 1.422

=====

Entry 6:
Formula: C2H12N2O2
Source: the OMol25 dataset
Level of theory: ωB97M-V/def2-TZVPD

As for the molecular weight: 96.13 g mol⁻¹. The calculation puts the total energy at -9342.7504 eV. As for the structure (SMILES): CNCN.O.O. The energy relative to the best compared isomer or geometry (same formula, charge and spin) is 140.1 kJ/mol. As for the HOMO energy: -9.53 eV. As for the HOMO-LUMO gap: 10.23 eV.

Cartesian coordinates (Å):
C -1.133 1.969 0.686
N -0.990 0.981 -0.421
C 0.408 0.432 -0.632
N 0.667 -0.774 0.141
H -2.158 2.310 0.670
H -0.510 2.877 0.375
H -0.726 1.699 1.776
H -1.208 1.419 -1.363
H 0.586 0.312 -1.710
H 1.081 1.226 -0.190
H 0.127 -1.562 -0.227
H 0.665 -0.544 1.098
H 2.752 -0.967 -0.152
H 3.799 -1.754 -0.882
O 3.778 -1.008 -0.348
H -2.829 -1.957 -0.042
H -2.135 -0.649 0.530
O -2.883 -1.275 0.567